2 unconnected molecules or ions with the total composition H4N2O3 at a distorted geometry. Source: OMol25; level of theory: ωB97M-V/def2-TZVPD.

Energy = -9179.0406 eV
Max |F| = 4.6 eV/Å
E_LUMO (spin up / spin down) = -1.0 / -1.0 eV

XYZ file:
```
9
H4N2O3 (ωB97M-V/def2-TZVPD)
N 1.8960 0.1410 0.9721
N -1.6938 -0.3619 0.2173
O 1.7075 0.6255 -0.1761
O -1.0566 -0.5808 -1.0239
O 2.6880 0.8719 -0.8401
H -1.7134 -0.7264 -1.7218
H 0.8974 0.1033 1.3350
H -1.5279 0.6604 0.2863
H -1.1971 -0.7330 0.9514
```

natural (NBO) atomic charge list, values in e, 5 entries:
1. N -0.207
2. N -0.512
3. O 0.166
4. O -0.605
5. O -0.256